Entry 1:
Entry from OMol25: 26 unconnected molecules or ions with the total composition C3H57O26 (wB97M-V/def2-TZVPD).

Each line ends with the Mulliken charge.
CARTESIAN COORDINATES (ANGSTROEM)
C 1.180 -0.191 0.591  -0.278
C -0.016 0.617 0.195  3.534
C -1.289 -0.089 -0.369  -0.431
O -0.365 1.504 1.215  -0.733
H 1.875 0.462 1.005  -0.190
H 1.575 -0.686 -0.236  0.376
H 0.829 -1.012 1.144  -0.239
H 0.336 1.160 -0.647  -0.407
H -1.932 0.667 -0.820  0.746
H -1.775 -0.574 0.384  -0.422
H -1.003 -0.873 -1.070  -0.221
O 0.373 3.877 -1.856  -0.670
H -0.250 3.704 -1.147  0.287
H 1.061 4.303 -1.415  0.280
O -2.770 1.374 2.344  -0.812
H -2.553 1.079 3.257  0.349
H -1.905 1.355 1.954  0.132
O 0.070 -3.069 -1.611  -0.551
H -0.164 -3.756 -2.259  0.293
H 0.186 -2.266 -2.169  0.187
O 0.403 0.575 3.463  -0.869
H -0.006 1.210 4.053  0.251
H 0.108 0.878 2.589  0.489
O 0.898 -3.829 1.396  -0.663
H 0.460 -2.986 1.590  0.098
H 1.779 -3.569 1.683  0.502
O -2.855 -1.894 2.445  -0.815
H -3.080 -0.995 2.603  0.336
H -1.920 -1.917 2.614  0.475
O -1.557 3.296 -0.073  -1.006
H -1.235 2.454 0.357  -0.020
H -2.512 3.249 -0.088  0.302
O -0.101 1.258 -3.006  -0.752
H 0.544 1.733 -2.462  -0.047
H -0.846 1.848 -3.191  0.584
O -4.294 -0.341 0.323  -0.729
H -4.683 -1.008 0.944  0.333
H -3.517 0.022 0.697  0.137
O -2.392 2.440 -3.640  -0.761
H -2.780 1.803 -3.073  0.394
H -2.498 1.909 -4.424  0.309
O 4.479 -0.133 0.576  -0.676
H 5.396 -0.280 0.955  0.250
H 4.228 0.752 0.726  0.340
O 3.106 -2.103 1.642  -0.718
H 3.327 -2.747 0.977  0.419
H 3.366 -1.314 1.166  0.208
O -2.078 -1.571 -3.677  -0.638
H -1.131 -1.545 -3.781  0.399
H -2.431 -2.483 -3.709  0.243
O -1.930 4.283 2.700  -0.657
H -1.705 3.862 1.840  0.286
H -1.642 5.176 2.656  0.255
O 2.590 -3.457 -0.841  -0.725
H 2.702 -4.385 -0.675  0.339
H 1.624 -3.375 -0.878  0.421
O -4.088 -2.440 -1.450  -0.752
H -4.208 -1.639 -0.967  0.387
H -3.438 -2.769 -0.818  0.448
O 0.511 -1.321 -3.526  -0.779
H 0.799 -1.173 -4.422  0.333
H 0.344 -0.468 -3.090  0.442
O 3.934 -1.070 -1.914  -0.785
H 4.154 -0.680 -1.074  0.535
H 3.373 -1.805 -1.729  0.350
O 2.597 1.271 -2.133  -0.625
H 3.303 1.898 -1.976  0.247
H 3.030 0.402 -1.971  0.287
O -3.877 0.312 -2.851  -0.679
H -4.273 0.216 -3.737  0.265
H -3.267 -0.379 -2.643  0.428
O 3.166 1.372 3.888  -0.748
H 3.569 1.386 3.008  0.363
H 2.317 1.022 3.594  0.381
O 1.452 3.328 1.528  -0.815
H 0.880 2.575 1.500  0.264
H 1.508 3.745 2.344  0.251
O -0.339 -2.075 3.065  -0.686
H 0.006 -2.589 3.794  0.304
H 0.173 -1.267 3.245  0.224
O 3.790 2.375 1.178  -0.711
H 4.220 2.910 1.822  0.264
H 2.850 2.533 1.306  0.352
O -2.154 -3.655 0.292  -0.818
H -2.249 -3.022 0.973  0.358
H -1.360 -3.396 -0.203  0.388

- frontier orbital gap (eV) = 8.59
- net charge = -1
- HOMO level (hartree) = -0.2347
- lowest unoccupied orbital energy (hartree) = 0.08081


Entry 2:
Entry from OMol25: a molecular structure, C3H5AuO3 (wB97M-V/def2-TZVPD).

Each line ends with the Löwdin spin population.
CARTESIAN COORDINATES (ANGSTROEM)
O 0.049 1.685 -1.380  0.173
C -0.004 2.691 -2.168  0.062
C 0.879 2.776 -3.292  0.449
H -0.683 3.506 -1.886  0.025
H 1.572 1.938 -3.383  0.058
H 1.384 3.758 -3.228  0.142
H 0.222 2.889 -4.178  0.092
O -0.394 0.606 0.473  0.020
C -0.597 1.724 -0.065  0.042
O -1.505 2.497 0.105  0.172
Au -2.835 2.915 0.977  0.764
H -0.162 -0.090 -0.247  0.000

- frontier orbital gap (alpha / beta) (eV) = 10.78 / 4.92
- net charge = +4
- 2S+1 = 3
- <S²> = 2.0124
- HOMO level (alpha / beta) (hartree) = -1.1808 / -1.1761
- lowest unoccupied orbital energy (alpha / beta) (hartree) = -0.78458 / -0.99518


Entry 3:
Entry from OMol25: 2 unconnected molecules or ions with the total composition C3H5B (wB97M-V/def2-TZVPD).

Each line ends with the natural charge from an NBO analysis.
CARTESIAN COORDINATES (ANGSTROEM)
B -1.111 -1.462 2.411  0.551
C -1.100 -0.188 2.197  -0.759
H -1.685 0.656 2.457  0.207
C 1.168 -0.166 -1.391  -0.388
C 0.120 0.537 -0.982  -0.386
H 2.107 0.233 -1.746  0.196
H 1.316 -1.185 -1.085  0.181
H -0.620 0.111 -0.309  0.200
H -0.197 1.463 -1.552  0.198

- frontier orbital gap (alpha / beta) (eV) = 8.04 / 7.28
- net charge = 0
- HOMO level (alpha / beta) (hartree) = -0.3615 / -0.3537
- SMILES = B#C.C=C
- lowest unoccupied orbital energy (alpha / beta) (hartree) = -0.06616 / -0.08637


Entry 4:
Entry from OMol25: a single C3H5BO2 molecule (wB97M-V/def2-TZVPD).

Each line ends with the Mulliken charge.
CARTESIAN COORDINATES (ANGSTROEM)
B 1.208 -0.166 -0.023  0.490
C 0.062 0.930 -0.029  -0.159
C -1.258 0.519 0.074  -0.178
C -1.598 -0.774 -0.134  -0.324
O 0.860 -1.416 0.098  -0.714
O 2.423 0.423 -0.104  -0.565
H 0.372 1.979 -0.108  0.372
H -2.014 1.355 0.444  0.223
H -2.536 -1.209 0.313  0.283
H -0.680 -1.431 -0.533  0.276
H 3.162 -0.211 0.002  0.298

- frontier orbital gap (alpha / beta) (eV) = 6.78 / 6.78
- net charge = 0
- HOMO level (alpha / beta) (hartree) = -0.3298 / -0.3299
- lowest unoccupied orbital energy (alpha / beta) (hartree) = -0.08071 / -0.08068


Entry 5:
Entry from OMol25: 2 unconnected molecules or ions with the total composition C3H5Br (wB97M-V/def2-TZVPD).

Each line ends with the natural charge from an NBO analysis.
CARTESIAN COORDINATES (ANGSTROEM)
C 1.105 -1.483 -0.073  -0.758
C 1.591 -0.261 0.142  0.205
C -0.835 1.271 0.001  -0.692
Br -2.081 -0.073 0.107  0.044
H 1.561 -2.319 0.292  0.264
H 0.193 -1.648 -0.467  0.260
H -0.778 2.106 0.822  0.242
H 0.013 0.725 0.254  0.199
H -0.770 1.682 -1.078  0.236

- frontier orbital gap (eV) = 9.74
- net charge = 0
- HOMO level (hartree) = -0.3735
- lowest unoccupied orbital energy (hartree) = -0.01570


Entry 6:
Entry from OMol25: a single C3H5BrClFO molecule (wB97M-V/def2-TZVPD).

Each line ends with the natural charge from an NBO analysis.
CARTESIAN COORDINATES (ANGSTROEM)
C 0.992 -0.817 0.443  -0.638
C 0.081 -0.411 -0.709  -0.356
Br -1.293 -1.757 -0.830  0.048
C -0.556 0.851 -0.434  0.618
O -1.318 0.655 0.914  -0.741
F -1.295 1.280 -1.415  -0.298
Cl 0.590 2.211 -0.018  -0.083
H 0.326 -0.725 1.426  0.249
H 1.877 -0.319 0.632  0.226
H 1.254 -1.878 0.267  0.226
H 0.512 -0.467 -1.754  0.265
H -1.171 1.377 1.480  0.483

- frontier orbital gap (eV) = 11.04
- net charge = 0
- HOMO level (hartree) = -0.3837
- SMILES = C[C@@H](Br)[C@](O)(F)Cl
- lowest unoccupied orbital energy (hartree) = 0.02210


Entry 7:
Entry from OMol25: a single C3H5BrN2O3 molecule (wB97M-V/def2-TZVPD).

Each line ends with the natural charge from an NBO analysis.
CARTESIAN COORDINATES (ANGSTROEM)
C 0.170 1.434 -0.094  -0.670
C 0.620 0.032 -0.065  -0.085
Br 2.128 -0.268 1.062  0.103
C -0.633 -0.930 0.254  0.654
N -0.244 -2.016 0.903  -0.795
O -1.782 -0.564 0.189  -0.575
N 1.019 -0.339 -1.409  0.502
O 1.571 -1.412 -1.502  -0.380
O 0.732 0.420 -2.274  -0.334
H 0.825 1.836 -0.877  0.251
H 0.307 1.750 1.015  0.234
H -0.907 1.631 -0.372  0.272
H 0.728 -2.228 0.994  0.410
H -0.934 -2.605 1.353  0.414

- frontier orbital gap (eV) = 10.10
- net charge = 0
- HOMO level (hartree) = -0.3856
- SMILES = C[C@@](Br)(C(N)=O)[N+](=O)[O-]
- lowest unoccupied orbital energy (hartree) = -0.01444


Entry 8:
Entry from OMol25: a gas-phase ion, C3H5BrN3 (charge +1) (wB97M-V/def2-TZVPD).

Each line ends with the natural charge from an NBO analysis.
CARTESIAN COORDINATES (ANGSTROEM)
C -0.749 -1.055 -1.004  -0.442
N -0.095 -0.134 -0.102  -0.176
N 1.029 0.556 -0.410  -0.325
C 1.243 1.354 0.680  0.277
N 0.301 1.226 1.547  -0.447
C -0.500 0.310 1.049  0.480
Br -2.373 -0.241 2.145  0.136
H -0.892 -0.808 -2.029  0.260
H -0.088 -1.835 -1.005  0.227
H -1.631 -1.541 -0.443  0.280
H 1.616 0.132 -1.130  0.460
H 2.139 2.038 0.702  0.267

- frontier orbital gap (eV) = 9.69
- net charge = +1
- HOMO level (hartree) = -0.5551
- SMILES = C[n+]1[nH]cnc1Br
- lowest unoccupied orbital energy (hartree) = -0.19884


Entry 9:
Entry from OMol25: a single C3H5BrN4 molecule (wB97M-V/def2-TZVPD).

Each line ends with the natural charge from an NBO analysis.
CARTESIAN COORDINATES (ANGSTROEM)
N -1.170 2.155 1.144  -0.640
N 0.044 1.636 0.688  -0.049
N -0.025 0.761 -0.174  -0.037
N 0.740 0.353 -1.039  -0.156
C 1.123 -0.828 -1.404  -0.017
C 0.909 -2.001 -0.670  -0.300
C 0.212 -1.898 0.489  -0.184
Br -0.231 -3.608 1.402  -0.025
H -1.935 2.013 0.580  0.360
H -1.152 2.008 2.097  0.374
H 1.704 -0.926 -2.306  0.203
H 1.549 -2.830 -0.896  0.240
H -0.467 -1.197 0.945  0.232

- frontier orbital gap (alpha / beta) (eV) = 8.00 / 8.00
- net charge = 0
- HOMO level (alpha / beta) (hartree) = -0.3087 / -0.3087
- SMILES = N/N=N/N=C\C=C\Br
- lowest unoccupied orbital energy (alpha / beta) (hartree) = -0.01481 / -0.01480


Entry 10:
Entry from OMol25: a single C3H5BrO molecule (wB97M-V/def2-TZVPD).

Each line ends with the natural charge from an NBO analysis.
CARTESIAN COORDINATES (ANGSTROEM)
C 0.794 0.278 0.923  -0.637
C -0.095 -0.529 -0.095  -0.351
Br 1.077 -1.345 -1.390  0.014
C -1.174 0.313 -0.970  0.434
O -2.324 0.626 -0.805  -0.494
H 1.866 0.513 0.705  0.239
H 0.788 -0.410 1.822  0.224
H 0.365 1.178 1.295  0.226
H -0.535 -1.360 0.435  0.234
H -0.760 0.737 -1.919  0.111

- frontier orbital gap (eV) = 10.71
- net charge = 0
- HOMO level (hartree) = -0.3713
- SMILES = C[C@H](Br)C=O
- lowest unoccupied orbital energy (hartree) = 0.02243


Values of relative energy (zero: lowest compared OMol25 entry of this formula, charge and spin), in order: 0.0 20.3 136.5 66.3 96.4 5.4 0.0 30.6 113.7 8.4, all in kcal/mol.
Values of calculated total energy, in order: -2104.8523 -476.1122 -141.8532 -292.5932 -2691.1326 -3326.5924 -3026.4538 -2855.2591 -2910.1757 -2766.5226, all in Eh.